[1]
ORCA calculation (the ωB97M-V functional and the def2-TZVPD basis) on one molecule with the formula C2H3NOS2.

Last column: Löwdin charge in e.
Cartesian coordinates (Å):
H -2.7058 -1.2160 0.5906  -0.02
H 3.5049 0.5141 0.2958  -0.12
N 1.3363 1.0700 -0.0641  -0.33
C -0.8250 -0.2442 -0.0376  -0.77
C 0.0268 1.0256 -0.0850  -0.26
O -0.2665 -1.3525 -0.2078  -0.07
S 2.4069 -0.3136 0.0768  0.73
S -2.5763 0.1523 0.0618  0.77
H -0.5220 1.9251 -0.2591  0.08

* frontier orbital gap: 8.74 eV
* HOMO energy: -9.361 eV
* 2S+1: 1
* SMILES: O=C(S)/C=N\S

[2]
ORCA calculation (the ωB97M-V functional and the def2-TZVPD basis) on one molecule with the formula C2H3NOS2.

Last column: Löwdin charge in e.
Cartesian coordinates (Å):
S 2.7743 -0.4184 -0.0001  0.58
H -1.0619 1.3703 0.9067  0.03
S -1.6641 -0.7609 -0.0354  0.89
C 1.0483 -0.3329 0.0078  -0.93
C -0.8756 0.9236 0.0508  -0.43
N 0.0172 -1.2239 0.2876  -0.32
H 0.2127 -2.1210 -0.4857  0.19
H -0.9488 1.6884 -0.7805  0.13
O 0.4979 0.8748 0.0488  -0.15

* frontier orbital gap: 8.44 eV
* HOMO energy: -8.760 eV
* 2S+1: 1
* SMILES: S=C1NSCO1

[3]
ORCA calculation (the ωB97M-V functional and the def2-TZVPD basis) on one molecule with the formula C2H3NOS2.

Last column: Löwdin charge in e.
Cartesian coordinates (Å):
N 2.3310 -0.7599 -0.7326  -0.06
S -0.0769 0.2835 -0.6773  0.83
H -0.0552 -0.6395 1.5675  0.12
S -2.2737 0.9064 1.2836  0.56
C -0.7879 0.1757 0.9147  -1.00
C 1.6268 0.2909 -0.5853  -0.53
O 1.6753 -1.9422 -0.8537  -0.06
H 2.1400 1.2904 -0.2462  0.13
H 0.7728 -1.6326 -1.0395  0.01

* frontier orbital gap: 8.17 eV
* HOMO energy: -9.449 eV
* 2S+1: 1
* SMILES: O/N=C\SC=S

[4]
ORCA calculation (the ωB97M-V functional and the def2-TZVPD basis) on one molecule with the formula C2H3NOS2.

Last column: Löwdin charge in e.
Cartesian coordinates (Å):
O -1.5497 -0.3569 1.1536  0.06
H 1.3655 0.6387 0.7487  0.06
N 0.7102 0.0314 1.2288  0.14
H 0.5814 0.1599 2.2253  0.12
C -0.3215 -0.3552 -0.9098  -0.88
C -0.4524 -0.2462 0.6443  -0.61
S 0.8463 0.7425 -1.6821  0.51
S -1.1746 0.6723 -2.0948  0.55
H -0.0051 -1.2865 -1.3140  0.04

* frontier orbital gap (alpha / beta): 6.96 / 7.40 eV
* HOMO energy (alpha / beta): -6.328 / -9.811 eV
* 2S+1: 3

[5]
ORCA calculation (the ωB97M-V functional and the def2-TZVPD basis) on a 2-piece molecular cluster, C2H3NOS3 overall.

Last column: Löwdin charge in e.
Cartesian coordinates (Å):
H 0.7042 -1.3254 1.7402  -0.24
S 1.3563 -1.6015 0.6477  0.39
H 0.5063 2.4484 -0.4024  0.11
O -0.5357 0.3404 -0.9702  -0.07
S -0.4674 -2.1587 -0.2037  0.52
C 0.8929 1.7222 1.5243  -0.91
C -1.0377 -0.7373 -1.0717  -0.68
N 1.0721 2.2384 0.4502  0.12
H -1.7775 -1.0702 -1.8420  0.09
S 1.0356 1.4197 3.0583  0.67

* frontier orbital gap: 9.38 eV
* HOMO energy: -9.366 eV
* 2S+1: 1
* SMILES: N=C=S.O=CSS

[6]
ORCA calculation (the ωB97M-V functional and the def2-TZVPD basis) on one molecule with the formula C2H3NOS3.

Last column: Löwdin charge in e.
Cartesian coordinates (Å):
C -0.6370 -0.8322 0.0865  -1.26
S -1.2924 -1.8000 -1.0280  0.70
S 1.9756 -1.5794 0.6084  0.69
H -0.1907 2.0419 -0.4254  0.09
H -2.7143 -0.4927 1.1004  -0.08
N 1.1363 0.7515 -0.2995  -0.08
H 2.0911 1.0266 -0.5109  0.15
S -1.4449 -0.0663 1.4110  0.79
O 0.2245 1.4600 -1.0465  -0.01
C 0.8518 -0.5096 0.1040  -0.98

* frontier orbital gap: 8.11 eV
* HOMO energy: -8.796 eV
* 2S+1: 1
* SMILES: ONC(=S)C(=S)S

Max |F|? In order: 3.85; 7.40; 3.79; 4.02; 2.46; 1.09 eV Å⁻¹.
E_tot? In order: -1004.31763; -1004.27669; -1004.23915; -1004.27573; -1402.53645; -1402.48373 Ha.